DFT (ωB97M-V/def2-TZVPD) results for C5H10BNS in the gas phase at a distorted geometry.

XYZ file:
```
18
Properties=species:S:1:pos:R:3:mulliken_charge:R:1
B -0.82482 -2.14442 1.02785 0.1477
C -2.09974 -1.10433 -0.90490 -0.8856
C -0.76552 -1.49503 -0.33781 0.3683
C 1.01876 1.48810 0.14618 0.7557
C 0.89297 2.97166 0.16071 -1.2639
C 0.48878 -1.00956 -1.06734 -0.7282
N 1.63723 0.88508 1.00171 -0.6399
S 0.24176 0.75123 -1.32201 -0.1307
H -1.89087 -2.48101 1.48265 -0.1090
H 0.10233 -2.54836 1.71148 -0.0906
H -2.12424 -0.54571 -1.86317 0.3472
H -3.05273 -1.09100 -0.22332 0.2610
H 0.67805 3.36863 -0.78056 0.3892
H 1.63620 3.53082 0.60109 0.3492
H -0.11209 3.10811 0.59784 0.3035
H 0.68546 -1.45240 -2.06212 0.3718
H 1.47560 -1.11687 -0.45241 0.2948
H 1.47970 -0.07824 1.10991 0.2595
```

Properties
DFT total energy   -18343.4184 eV
Net charge   0
2S+1   3
LUMO energy (alpha / beta)   0.6 / -2.7 eV
<S²>   2.01
E_HOMO (alpha / beta)   -7.296 / -9.494 eV
Molecular weight   127.02 g/mol
Strongest force on any atom   3.25 eV Å⁻¹
Gap between HOMO and LUMO (alpha / beta)   7.93 / 6.78 eV

---

DFT (ωB97M-V/def2-TZVPD) results for a molecular structure, C20H28IrN4O3SSi.

XYZ file:
```
58
Properties=species:S:1:pos:R:3:mulliken_charge:R:1
Ir -1.17237 -0.60272 2.11128 1.1707
N -2.83004 -0.12099 3.25207 -0.4621
N -3.35036 -1.34453 3.74129 -0.1861
C -2.71911 -2.54269 3.43571 0.5815
O -3.06255 -3.58473 3.88809 -0.5031
O -1.70360 -2.40657 2.54244 -0.7695
H -2.58375 0.50007 4.02572 0.4385
H -3.56437 0.33966 2.71218 0.2878
H -3.99628 -1.30702 4.51639 0.2428
C -4.26569 -1.28889 0.49199 -1.0521
Si -2.59006 -0.67617 0.00503 0.1455
C -2.52997 1.11915 -0.45333 -0.4365
C -1.61982 -1.80610 -1.05582 0.8531
C -0.91940 -1.28319 -2.15228 -0.3285
C -0.28307 -2.13165 -3.04549 -0.8158
C -0.32532 -3.50468 -2.84304 -0.5219
C -1.00709 -4.03789 -1.75347 -0.6503
C -1.64910 -3.19556 -0.86339 -0.5203
H -4.77266 -1.44054 -0.47000 0.4806
H -4.90168 -0.60148 1.05161 0.3986
H -4.25701 -2.26152 0.98425 0.3686
H -3.19430 1.23993 -1.31824 0.4685
H -1.54686 1.45915 -0.76984 -0.4089
H -2.91641 1.77523 0.32899 0.4218
H -0.88765 -0.21327 -2.32885 0.4086
H 0.23277 -1.72575 -3.90528 0.4558
H 0.16972 -4.16683 -3.54104 0.4434
H -1.04186 -5.10931 -1.60958 0.4403
H -2.18387 -3.62176 -0.02201 0.3505
C 0.91117 -1.94708 1.24777 -0.5798
C 2.26361 -1.40413 0.80852 -0.5416
C 2.63327 -0.05992 1.42122 -1.0698
N 1.97086 1.04700 0.71645 0.1156
C 0.87135 1.69474 1.01330 0.3849
S -0.09401 1.41259 2.46972 -0.4329
N 0.40417 2.66299 0.22119 0.0743
C 0.77065 2.97427 -1.16703 0.1151
O -0.14399 3.05412 -1.93223 -0.4984
C 2.19298 3.17799 -1.47218 0.0439
C 3.07172 3.70587 -0.52031 0.1359
C 4.38460 3.96251 -0.87351 -0.7383
C 4.82026 3.68283 -2.16446 -0.4195
C 3.94687 3.16113 -3.11183 -0.6643
C 2.62713 2.91989 -2.77443 -0.4204
H 0.58903 -2.82496 0.69104 0.4084
H 0.09932 -1.17561 0.92759 -0.2229
H 0.95640 -2.21845 2.30132 0.5870
H 2.33907 -1.34640 -0.27864 0.3748
H 2.99651 -2.14675 1.13079 0.3833
H 3.70060 0.12615 1.31600 0.4115
H 2.39030 -0.00982 2.48179 0.4775
H 2.42944 1.33994 -0.14271 0.1589
H -0.51052 3.01649 0.47233 0.3588
H 2.72070 3.95207 0.47509 0.4516
H 5.06471 4.39642 -0.15361 0.4565
H 5.84734 3.88494 -2.43760 0.4225
H 4.29399 2.95909 -4.11555 0.4324
H 1.92422 2.54273 -3.50544 0.4936
```

Properties
Energy above the lowest of the compared OMol25 structures with the same formula, charge and spin   26.5 kJ/mol
DFT total energy   -54835.1111 eV
Net charge   +2
2S+1   2
LUMO energy (alpha / beta)   -7.0 / -8.6 eV
<S²>   0.76
E_HOMO (alpha / beta)   -15.077 / -15.069 eV
Molecular weight   624.84 g/mol
Strongest force on any atom   0.69 eV Å⁻¹
Gap between HOMO and LUMO (alpha / beta)   8.12 / 6.48 eV

---

DFT (ωB97M-V/def2-TZVPD) results for a molecular structure, C29H31BF10N11S3Sc at a distorted geometry.

XYZ file:
```
86
Properties=species:S:1:pos:R:3:mulliken_charge:R:1
Sc 0.09747 0.12619 0.28097 -0.2225
C 2.69143 2.00312 -1.16347 -1.5144
N 1.49340 2.20030 -0.33989 1.5193
C 1.91266 2.87143 0.90931 -1.1941
C 2.14923 1.81625 1.95590 -0.9902
N 0.90633 1.07981 2.09712 2.3328
C 0.29631 0.99258 3.30601 -1.1503
C -0.64136 -0.04044 3.43976 0.5899
F -0.80518 -0.79457 2.31456 0.1308
C -1.36414 -0.34140 4.56772 -0.0943
F -2.22697 -1.35548 4.57342 -0.3036
C -1.16873 0.43091 5.70474 0.6102
F -1.86278 0.18825 6.82374 -0.3239
C -0.26473 1.47631 5.63979 0.2161
F -0.09084 2.25679 6.70983 -0.3123
C 0.44695 1.75580 4.48226 0.0374
F 1.24945 2.84264 4.52058 -0.3708
C 0.57194 3.06610 -1.08665 -1.8093
C -0.76508 3.17241 -0.39481 -0.8821
N -1.25248 1.85942 0.00102 1.5017
C -2.60196 1.81208 0.22933 -0.4053
C -3.13425 0.54156 0.46693 -0.1174
F -2.20266 -0.44454 0.43190 0.2660
C -4.45220 0.23725 0.69691 -0.3907
F -4.84557 -1.01360 0.92408 -0.3535
C -5.37516 1.27414 0.69196 0.6981
F -6.67403 1.03877 0.91755 -0.3559
C -4.91628 2.56041 0.47535 0.3154
F -5.78439 3.57680 0.49136 -0.3312
C -3.57173 2.83285 0.26355 0.2058
F -3.25798 4.14115 0.12491 -0.3689
H 3.13193 2.97926 -1.41255 0.3181
H 3.43101 1.40936 -0.63235 0.3577
H 2.43307 1.48299 -2.08063 0.2828
H 2.78473 3.50852 0.71447 0.3895
H 1.10571 3.51189 1.25889 0.2781
H 2.94507 1.13359 1.61654 -0.0993
H 2.51181 2.26287 2.87942 0.7180
H 1.02143 4.06348 -1.21901 0.1728
H 0.45361 2.61373 -2.06911 0.3110
H -0.71023 3.86688 0.45441 0.6145
H -1.44199 3.65972 -1.10350 0.6680
C -1.29633 2.51613 -3.96271 -1.1231
N -2.10041 1.48112 -3.34298 0.4149
C -3.47230 1.43566 -3.43301 -0.8055
C -3.84970 0.24457 -2.91852 -0.7301
N -2.72307 -0.43402 -2.51554 0.1631
B -2.86400 -1.96543 -2.06042 0.0609
N -1.56648 -2.73380 -2.41064 0.1467
C -1.34742 -3.33293 -3.62555 -0.4710
C -0.19588 -4.03238 -3.55420 -0.7216
N 0.28687 -3.86325 -2.27825 0.2444
C 1.46060 -4.52762 -1.75620 -1.0294
C -0.53833 -3.03407 -1.59698 -0.1090
S -0.29253 -2.54623 0.04347 -0.5201
C -1.65907 0.34213 -2.75663 -0.2405
S 0.00881 0.00711 -2.42203 -0.4625
H -1.67493 2.69229 -4.96832 0.4419
H -0.26795 2.16690 -4.03017 0.3695
H -1.33662 3.44076 -3.38777 0.3008
H -4.03765 2.23983 -3.86517 0.5462
H -4.82271 -0.19586 -2.81736 0.6084
H -3.10578 -2.05308 -0.89871 0.0053
H -3.75186 -2.40228 -2.75508 -0.2387
H -2.04496 -3.21862 -4.43251 0.5250
H 0.30914 -4.64763 -4.27398 0.5017
H 1.46936 -5.55910 -2.10590 0.4448
H 1.39578 -4.51638 -0.67212 0.2975
H 2.36225 -4.00432 -2.06987 0.2663
N 4.90139 -1.17139 -0.03395 -0.4057
C 4.48323 -1.64414 -1.22732 0.5616
N 5.36213 -2.44416 -1.88467 -0.4166
S 2.99220 -1.26372 -1.86882 -0.2840
H 5.67706 -1.61391 0.43296 0.2734
H 4.16739 -0.82090 0.56819 -0.0972
H 6.33477 -2.44124 -1.62512 0.1963
H 5.14825 -2.63332 -2.84891 0.2577
N 2.83798 -2.45298 3.72199 -0.0052
C 2.95049 -3.43194 2.75685 -0.9634
C 2.65436 -2.81441 1.58558 -0.3019
N 2.36389 -1.48577 1.80035 0.6481
C 2.48777 -1.31073 3.09454 -0.6829
H 2.94242 -2.56861 4.71463 0.2185
H 3.19382 -4.44784 3.00201 0.4269
H 2.60614 -3.22425 0.59509 0.2787
H 2.32904 -0.38578 3.62142 0.4664
```

Properties
Energy above the lowest of the compared OMol25 structures with the same formula, charge and spin   108.9 kJ/mol
DFT total energy   -128028.7617 eV
Net charge   0
2S+1   1
LUMO energy   0.0 eV
E_HOMO   -6.993 eV
Molecular weight   875.59 g/mol
Strongest force on any atom   1.09 eV Å⁻¹
Gap between HOMO and LUMO   7.03 eV

---

DFT (ωB97M-V/def2-TZVPD) results for a molecular structure, C25H41N5O5PPtS2 at a distorted geometry.

XYZ file:
```
80
Properties=species:S:1:pos:R:3:mulliken_charge:R:1
Pt -1.02351 -0.08386 -0.27063 1.9908
O -1.43939 0.51535 2.06341 -0.1593
N -1.91132 1.66242 2.41194 0.3218
C -1.14980 2.77385 2.29487 -0.0366
C -1.63276 3.99880 2.69413 -1.1423
C -2.91076 4.09776 3.22409 -0.2404
C -3.67511 2.94573 3.33596 -0.7232
C -3.16109 1.73727 2.92407 -0.2795
H -0.17252 2.59091 1.87422 0.6558
H -0.99662 4.86574 2.58750 0.4377
H -3.30551 5.05394 3.53662 0.3954
H -4.67543 2.96919 3.74363 0.4136
H -3.67328 0.78785 2.96394 0.4922
O -1.80244 -1.04015 -2.29470 -0.4085
S -1.08879 -2.23893 -2.88479 0.4699
C -0.31325 -1.64548 -4.41975 -0.4655
C -1.34200 -1.79915 -5.53097 -0.3414
C -2.02148 -3.14041 -5.26215 -0.6907
C -2.41282 -3.10580 -3.78924 -0.7978
H 0.57639 -2.25655 -4.58245 0.4901
H -0.00914 -0.62248 -4.20861 -0.0150
H -0.88364 -1.75188 -6.51940 0.4283
H -2.07315 -0.98985 -5.45717 0.0576
H -1.31505 -3.95503 -5.44265 0.3007
H -2.88973 -3.31106 -5.89927 0.3629
H -2.56062 -4.08375 -3.33529 0.4340
H -3.29219 -2.48667 -3.60815 0.2673
S -2.89726 -1.86510 0.54282 -0.4705
C -1.59351 -2.92032 0.55740 0.4332
N -0.67662 -3.63377 0.56599 -0.5862
C 2.46329 1.65202 -1.78687 -0.9497
O 1.24155 1.48936 -1.05713 -0.3381
C 0.65629 0.27673 -1.21177 0.3876
O 1.16429 -0.58198 -1.89123 -0.7026
H 2.80881 2.65997 -1.57004 0.2747
H 2.29015 1.53378 -2.85700 0.3357
H 3.20276 0.91742 -1.47201 0.2933
C 2.57004 -3.26141 1.31383 -0.8658
N 3.12627 -2.11764 2.03238 0.4786
C 4.26743 -2.44593 2.86575 -1.1505
P 2.13664 -0.82962 2.36066 -0.1223
O 1.09672 -0.69455 1.32246 -0.5228
N 1.42690 -0.89826 3.86447 0.4509
C 0.15263 -1.60373 3.97331 -0.7186
C 2.21031 -0.93215 5.08541 -1.1077
N 3.21979 0.43471 2.54751 0.0681
C 2.61915 1.71379 2.91346 -0.8450
C 4.23061 0.61336 1.50844 -0.9107
H 3.32653 -3.66326 0.63395 0.3601
H 1.69779 -2.96769 0.73624 0.0584
H 2.27276 -4.05624 2.00625 0.2547
H 5.09396 -2.79609 2.23980 0.3435
H 4.03138 -3.24290 3.58083 0.2772
H 4.60800 -1.57226 3.41871 0.3624
H -0.40851 -1.51175 3.04815 -0.0456
H -0.43394 -1.15933 4.78171 0.3064
H 0.30049 -2.66593 4.20337 0.2572
H 3.13976 -0.37996 4.95947 0.3707
H 2.44894 -1.95703 5.39659 0.2730
H 1.64051 -0.46542 5.89402 0.3590
H 1.87242 1.57156 3.69217 0.3295
H 2.14419 2.18794 2.04448 0.0093
H 3.39560 2.38301 3.29084 0.4452
H 4.50460 -0.34426 1.07304 0.4206
H 5.12296 1.07403 1.93944 0.3177
H 3.85949 1.26356 0.70866 0.0991
C -1.66297 1.79100 -0.81667 -1.5237
C -2.08844 1.86855 -2.24368 -0.0374
C -3.41312 1.62065 -2.59552 -0.1958
C -3.81542 1.65220 -3.92215 -0.7313
C -2.89654 1.93791 -4.92155 -0.4910
C -1.57460 2.20135 -4.58253 -0.7519
C -1.17590 2.17019 -3.25620 -0.0102
H -2.50749 1.95818 -0.14352 0.7208
H -0.85374 2.49295 -0.62003 0.5188
H -4.13189 1.38426 -1.81943 0.3487
H -4.84853 1.44970 -4.17576 0.3850
H -3.20860 1.96584 -5.95807 0.4147
H -0.85415 2.43612 -5.35689 0.3998
H -0.14679 2.37867 -2.99276 0.5060
```

Properties
Energy above the lowest of the compared OMol25 structures with the same formula, charge and spin   127.0 kJ/mol
DFT total energy   -78482.4805 eV
Net charge   0
2S+1   2
LUMO energy (alpha / beta)   0.2 / -0.3 eV
<S²>   0.75
E_HOMO (alpha / beta)   -7.111 / -7.308 eV
Molecular weight   781.82 g/mol
Strongest force on any atom   1.03 eV Å⁻¹
Gap between HOMO and LUMO (alpha / beta)   7.29 / 7.04 eV

---

DFT (ωB97M-V/def2-TZVPD) results for H3N3O2 in the gas phase at a distorted geometry.

XYZ file:
```
8
Properties=species:S:1:pos:R:3:mulliken_charge:R:1
N -0.51431 -0.81323 -0.79872 -0.5123
N -0.45931 -0.06070 0.28559 -0.2786
N 0.61993 0.61837 0.73359 1.1212
O 1.68275 0.51101 0.17381 -0.5873
O 0.44815 1.37791 1.69597 -0.6130
H -0.35744 -0.39472 -1.71310 0.2398
H 0.13864 -1.67371 -0.93050 0.2892
H -1.55839 0.43507 0.55336 0.3410
```

Properties
Energy above the lowest of the compared OMol25 structures with the same formula, charge and spin   121.1 kJ/mol
DFT total energy   -8608.6128 eV
SMILES   NN[N+](=O)[O-]
Net charge   0
2S+1   1
LUMO energy   0.5 eV
E_HOMO   -10.541 eV
Molecular weight   77.04 g/mol
Strongest force on any atom   6.16 eV Å⁻¹
Gap between HOMO and LUMO   11.02 eV

---

DFT (ωB97M-V/def2-TZVPD) results for 2 unconnected molecules or ions with the total composition C4H10NO3S at a distorted geometry.

XYZ file:
```
19
Properties=species:S:1:pos:R:3:mulliken_charge:R:1
O 1.23973 2.68919 -0.35841 -0.7784
C 1.04512 1.46196 -0.56619 0.4312
O 1.50653 0.75553 -1.51568 -0.7954
C 0.11981 0.70020 0.44257 0.1560
C -0.20303 -0.77920 -0.06377 -0.4862
C -0.33725 -1.59697 1.33015 -0.4097
S -1.61610 -2.93806 1.05144 -0.2730
N 0.96621 0.58922 1.69019 -0.5045
H -0.77316 1.36566 0.64999 0.3279
H 0.63449 -1.00556 -0.70877 0.2166
H -1.18758 -0.70041 -0.58167 0.1035
H 0.45722 -2.10745 1.83310 0.3890
H -0.81840 -0.83987 2.01838 0.2683
H -2.45806 -2.13909 0.41051 0.0879
H 1.89677 0.64836 1.67888 0.1531
H 0.69529 1.20615 2.29493 0.1423
H -0.84694 0.28412 -3.21846 0.2812
H 0.32298 1.22057 -3.12630 0.3374
O -0.64364 1.18565 -3.26089 -0.6473
```

Properties
Energy above the lowest of the compared OMol25 structures with the same formula, charge and spin   160.3 kJ/mol
DFT total energy   -22778.5102 eV
Net charge   -1
2S+1   1
LUMO energy   3.1 eV
E_HOMO   -4.466 eV
Molecular weight   152.20 g/mol
Strongest force on any atom   6.58 eV Å⁻¹
Gap between HOMO and LUMO   7.52 eV

---

DFT (ωB97M-V/def2-TZVPD) results for CH2N2O2 in the gas phase at a distorted geometry.

XYZ file:
```
7
Properties=species:S:1:pos:R:3:mulliken_charge:R:1
C 2.14888 -0.01846 0.07298 0.2429
N -0.94654 -1.37406 0.07704 -0.3916
N -0.18526 -0.44229 0.06588 0.1731
O 3.31632 -0.22029 -0.01516 -0.4545
O 1.25188 -0.99895 0.14780 -0.1756
H 1.68332 0.98733 0.10988 0.3229
H -1.92539 -1.09816 0.02698 0.2827
```

Properties
Energy above the lowest of the compared OMol25 structures with the same formula, charge and spin   327.7 kJ/mol
DFT total energy   -8141.9744 eV
SMILES   [H]/N=N/OC=O
Net charge   0
2S+1   1
LUMO energy   0.0 eV
E_HOMO   -10.589 eV
Molecular weight   74.04 g/mol
Strongest force on any atom   2.21 eV Å⁻¹
Gap between HOMO and LUMO   10.63 eV

---

> Which formula does entry 4 have?

C25H41N5O5PPtS2

---

> Which value of net charge does entry 4 give?

0

---

> 2S+1 of number 3 (C29H31BF10N11S3Sc)?

1